Arrangement 1

Density functional theory data (ωB97M-V/def2-TZVPD) for the molecule C4H3FO3.

Calculated values
- HOMO (eV) = -8.793
- structure (SMILES) = Oc1coc(F)c1O
- lowest unoccupied orbital energy (eV) = -0.17
- orbital gap (eV) = 8.62
- charge = 0

Element x y z (Å)
O1 1.218 0.353 -2.090
C1 0.381 0.269 -0.997
C2 -0.811 0.784 -1.130
O2 -1.673 0.300 0.010
C3 -0.664 -0.272 0.840
F1 -0.997 -0.179 2.140
C4 0.556 -0.319 0.298
O3 1.727 -0.956 0.959
H1 0.600 0.171 -3.094
H2 -1.166 1.584 -1.771
H3 2.586 -0.481 0.506

Here are the Mulliken charges for atoms 1 to 5, given in e: O -0.6424; C 0.7818; C -0.6478; O -0.3286; C 0.1954

***

Arrangement 2

Density functional theory data (ωB97M-V/def2-TZVPD) for the molecule C4H3FO3.

Calculated values
- HOMO (eV) = -10.997
- structure (SMILES) = O=C1C=C(F)[C@H](O)O1
- lowest unoccupied orbital energy (eV) = 0.16
- orbital gap (eV) = 11.16
- charge = 0

Element x y z (Å)
O1 -3.007 -0.315 0.195
C1 -1.839 -0.368 0.107
C2 -0.890 -1.510 0.267
C3 0.352 -1.061 0.096
F1 1.492 -1.760 0.037
C4 0.296 0.395 -0.189
O2 1.019 1.168 0.743
O3 -1.067 0.739 -0.158
H1 -1.549 -2.371 0.448
H2 0.511 0.542 -1.310
H3 0.391 1.990 0.631

Here are the Mulliken charges for atoms 1 to 5, given in e: O -0.4981; C 0.4381; C -0.4046; C 0.2379; F -0.2685

***

Order from most stable to least stable according to the calculation: arrangement 2, arrangement 1

***

Arrangement 1

Density functional theory data (ωB97M-V/def2-TZVPD) for a cluster of 2 separate species, C3H2O4 in total.

Calculated values
- HOMO (eV) = -8.758
- structure (SMILES) = O=C=CO.O=C=O
- lowest unoccupied orbital energy (eV) = 0.30
- orbital gap (eV) = 9.06
- charge = 0

Element x y z (Å)
O1 0.741 -2.015 0.161
C1 -0.092 -1.221 0.242
C2 -1.058 -0.283 0.216
O2 -1.787 -0.232 -0.968
H1 -1.547 -0.084 1.257
H2 -2.099 0.645 -0.891
O3 2.189 0.758 -1.079
C3 1.963 1.045 -0.001
O4 1.689 1.387 1.063

Here are the Mulliken charges for atoms 1 to 5, given in e: O -0.3318; C 0.6276; C -0.4020; O -0.4680; H 0.2373

***

Arrangement 2

Density functional theory data (ωB97M-V/def2-TZVPD) for the molecule C3H2O4.

Calculated values
- HOMO (eV) = -11.034
- structure (SMILES) = O=C1OCOC1=O
- lowest unoccupied orbital energy (eV) = -0.58
- orbital gap (eV) = 10.46
- charge = 0

Element x y z (Å)
O1 0.202 2.134 -0.457
C1 -0.165 0.941 -0.247
O2 -1.299 0.533 0.400
C2 -0.985 -0.834 1.038
O3 0.137 -1.413 0.542
C3 0.632 -0.512 -0.486
O4 1.682 -0.664 -1.107
H1 -1.907 -1.608 1.102
H2 -0.752 -0.683 2.053

Here are the Mulliken charges for atoms 1 to 5, given in e: O -0.5022; C 0.6080; O -0.2853; C -0.0773; O -0.2599

***

Order from most stable to least stable according to the calculation: arrangement 1, arrangement 2

***

Arrangement 1

Density functional theory data (ωB97M-V/def2-TZVPD) for a cluster of 2 separate species, CH2NO2S in total.

Calculated values
- HOMO (alpha / beta) (eV) = -4.459 / -4.459
- lowest unoccupied orbital energy (alpha / beta) (eV) = 3.32 / 3.32
- orbital gap (alpha / beta) (eV) = 7.78 / 7.78
- charge = -1

Element x y z (Å)
C1 0.040 -0.294 0.217
N1 -2.163 1.106 1.552
O1 -2.652 3.166 0.134
O2 -2.520 1.162 -1.118
S1 -2.292 1.769 0.202
H1 -0.738 -0.283 -0.525
H2 0.411 0.851 0.214

Here are the Mulliken charges for atoms 1 to 5, given in e: C -0.3818; N -0.4713; O -0.5493; O -0.5330; S 0.6291

***

Arrangement 2

Density functional theory data (ωB97M-V/def2-TZVPD) for the ion CH2NO2S with charge -1.

Calculated values
- HOMO (eV) = -3.070
- structure (SMILES) = NOC([O-])=S
- lowest unoccupied orbital energy (eV) = 4.08
- orbital gap (eV) = 7.15
- charge = -1

Element x y z (Å)
N1 0.933 0.431 0.917
O1 0.513 0.552 -0.460
C1 -0.567 -0.143 -0.722
O2 -1.074 -0.811 0.131
S1 -1.009 0.027 -2.316
H1 1.218 -0.543 0.963
H2 -0.014 0.487 1.487

Here are the Mulliken charges for atoms 1 to 5, given in e: N -0.5212; O -0.2206; C 0.4059; O -0.6249; S -0.5947

***

Arrangement 3

Density functional theory data (ωB97M-V/def2-TZVPD) for the ion CH2NO2S with charge -1.

Calculated values
- HOMO (eV) = -2.854
- lowest unoccupied orbital energy (eV) = 4.31
- orbital gap (eV) = 7.16
- charge = -1

Element x y z (Å)
C1 0.053 0.644 -0.833
N1 0.619 -0.386 -0.425
O1 -1.849 1.968 -2.000
O2 -1.707 -0.463 -2.683
S1 -1.054 0.876 -2.557
H1 -0.089 1.638 -0.330
H2 1.142 -0.319 0.538

Here are the Mulliken charges for atoms 1 to 5, given in e: C -0.0615; N -0.5678; O -0.5970; O -0.5942; S 0.3579

***

Order from most stable to least stable according to the calculation: arrangement 2, arrangement 3, arrangement 1